DFT (ωB97M-V with the def2-TZVPD basis set) results for C23H21F2N3O8Yb as an isolated structure in a non-equilibrium geometry.

Summary:
HOMO energy (eV): -13.52
Energy (eV): -81985.38855
Energy relative to the best compared isomer or geometry (same formula, charge and spin) (kJ/mol): 0.0
LUMO energy (eV): -10.05

```
! wB97M-V def2-TZVPD RIJCOSX def2/J DEFGRID3
* xyz 2 1
C -3.3033 -0.4057 2.2339
C -3.2900 0.8329 1.3201
C -3.5460 0.5173 -0.1348
O -2.5344 -0.3083 -0.7435
C -1.2370 -0.0465 -0.5428
C -0.6289 1.1485 -0.9580
C -1.3944 2.1988 -1.7057
C -1.9648 1.7104 -3.0663
O -1.6328 0.3569 -3.3802
C -0.4534 0.1824 -4.0434
O -0.2864 0.4493 -5.1846
C 0.7196 1.2893 -0.6452
C 1.4637 0.2733 -0.0130
C 0.8829 -0.9390 0.3571
C 1.6279 -2.0277 1.0312
C 1.2497 -2.4874 2.2910
C 1.9900 -3.4982 2.8751
C 3.0780 -4.0187 2.1769
N 3.4406 -3.5995 0.9669
C 2.7294 -2.6249 0.4155
C -0.4888 -1.0772 0.0870
O -1.1233 -2.1898 0.4800
C -0.9946 -3.3422 -0.4109
C -2.0396 -3.3265 -1.5016
C 2.8490 0.7052 0.1673
O 3.8683 0.1558 0.4211
N 2.8412 2.1583 -0.1656
N 3.2265 3.0175 0.8781
C 2.3398 3.0933 2.0324
O 1.2650 3.5393 2.0945
F 3.0600 2.6709 3.1120
C 3.4800 4.2878 0.3435
O 2.7990 5.2274 0.1943
F 4.8722 4.4433 0.1125
C 1.5932 2.4378 -0.9008
O 1.5226 3.3951 -1.6048
H -4.0171 -0.2672 3.0437
H -3.6127 -1.2908 1.6830
H -2.3337 -0.5944 2.6893
H -2.3692 1.4070 1.4516
H -4.0993 1.5032 1.6165
H -4.4545 -0.0766 -0.2200
H -3.7182 1.4228 -0.7210
H -0.7441 3.0446 -1.9084
H -2.1972 2.5878 -1.0789
H -3.0468 1.7979 -3.0950
H -1.5802 2.3484 -3.8621
H 0.3366 -0.2560 -3.4145
H 0.3944 -2.0637 2.8008
H 1.7456 -3.8892 3.8521
H 3.6708 -4.8111 2.6153
H 3.0328 -2.2999 -0.5728
H -1.1066 -4.1976 0.2492
H 0.0162 -3.3295 -0.8204
H -2.1465 -4.3221 -1.9261
H -2.9910 -3.0010 -1.0865
H -1.7687 -2.6305 -2.2961
Yb 5.0086 4.7190 2.4112
*
```

=====

DFT (ωB97M-V with the def2-TZVPD basis set) results for C48H53BCl2N7O2RhS3Si as an isolated structure in a non-equilibrium geometry.

Summary:
HOMO energy (eV): -7.29
Energy (eV): -134284.16988
Energy relative to the best compared isomer or geometry (same formula, charge and spin) (kJ/mol): 17.4
LUMO energy (eV): 0.10

```
! wB97M-V def2-TZVPD RIJCOSX def2/J DEFGRID3
* xyz 0 1
Rh 0.0216 -0.1258 -0.4600
C 0.1168 -0.8472 -4.7648
C -0.2282 0.4953 -5.3660
C 0.7643 0.8454 -6.4698
C -1.6625 0.4301 -5.9112
N -0.1896 1.6244 -4.3598
C -0.8577 2.7992 -4.6630
C -0.6511 3.6519 -3.6494
N 0.1546 3.0227 -2.7299
B 0.3321 3.6803 -1.3398
N -0.9505 3.5153 -0.4701
C -1.2788 4.5119 0.4212
C -2.3732 4.1221 1.0945
N -2.7193 2.8621 0.6275
C -1.8334 2.5026 -0.3287
S -1.8667 1.0536 -1.2941
C -3.9638 2.1801 1.1537
C -3.9719 0.6652 0.9709
C -5.1520 2.8028 0.4266
C -4.0357 2.4656 2.6589
N 1.6385 3.2078 -0.6458
C 2.8428 3.7206 -1.0818
C 3.8031 3.2632 -0.2646
N 3.1877 2.4526 0.6833
C 1.8578 2.4258 0.4210
S 0.6109 1.5006 1.1955
C 4.0171 1.8513 1.7819
C 4.7247 3.0107 2.4947
C 3.2127 1.0702 2.8119
C 5.0396 0.9101 1.1447
C 0.4122 1.7687 -3.1533
S 1.3954 0.6206 -2.2687
H -0.1253 -1.6120 -5.5058
H -0.4550 -1.0495 -3.8620
H 1.1677 -0.9273 -4.5200
H 0.6962 0.1066 -7.2705
H 1.7834 0.8397 -6.0780
H 0.5587 1.8328 -6.8904
H -1.8185 -0.5441 -6.3721
H -1.8588 1.1916 -6.6691
H -2.3891 0.5354 -5.1034
H -1.4182 2.9233 -5.5697
H -0.9993 4.6590 -3.5000
H 0.4556 4.8701 -1.5235
H -0.7032 5.4182 0.4913
H -2.9259 4.6310 1.8597
H -4.1392 0.3734 -0.0615
H -4.7982 0.2823 1.5735
H -3.0492 0.2027 1.3138
H -5.0961 2.5859 -0.6421
H -5.1789 3.8868 0.5621
H -6.0803 2.3817 0.8165
H -3.0949 2.2006 3.1454
H -4.8244 1.8504 3.0888
H -4.2751 3.5056 2.8851
H 2.9080 4.3544 -1.9493
H 4.8630 3.4347 -0.2787
H 4.0044 3.7780 2.7846
H 5.4903 3.4747 1.8717
H 5.2076 2.6348 3.3965
H 2.4691 1.6900 3.3116
H 3.9239 0.7118 3.5586
H 2.7029 0.2140 2.3765
H 5.5724 1.3805 0.3180
H 4.5496 0.0082 0.7720
H 5.7724 0.6168 1.8978
Cl -2.2192 -1.4248 3.8421
C -0.6749 -1.9271 3.2212
C 0.1062 -2.8225 3.9704
C 1.2942 -3.2876 3.4901
Cl 2.2008 -4.4609 4.4061
C 1.7901 -2.8240 2.2500
C 2.9954 -3.2365 1.6408
C 3.3916 -2.6703 0.4632
C 2.6066 -1.6543 -0.1110
N 1.4744 -1.2733 0.4242
C 1.0185 -1.8720 1.5596
C -0.2831 -1.4739 1.9763
O -1.0099 -0.7267 1.1928
H -0.2618 -3.1667 4.9275
H 3.5936 -4.0014 2.1179
H 4.3038 -2.9770 -0.0300
H 2.9253 -1.1342 -1.0040
O -0.2297 -1.7944 -1.5002
Si -0.5560 -3.2921 -1.9309
C -2.0969 -3.2384 -3.0197
C -2.9771 -2.1679 -2.8025
C -4.1106 -1.9870 -3.5849
C -4.3964 -2.8803 -4.6098
C -3.5407 -3.9484 -4.8463
C -2.4056 -4.1201 -4.0603
C 0.8769 -4.0695 -2.8744
C 0.8368 -5.3574 -3.4239
C 1.9302 -5.8991 -4.0883
C 3.1011 -5.1626 -4.2138
C 3.1688 -3.8854 -3.6744
C 2.0680 -3.3522 -3.0139
C -0.9014 -4.3887 -0.4468
C -1.8671 -3.9600 0.4758
C -2.1544 -4.6965 1.6156
C -1.4649 -5.8755 1.8736
C -0.4980 -6.3150 0.9818
C -0.2253 -5.5795 -0.1683
H -2.7563 -1.4583 -2.0104
H -4.7683 -1.1448 -3.3989
H -5.2789 -2.7435 -5.2235
H -3.7544 -4.6465 -5.6473
H -1.7478 -4.9531 -4.2811
H -0.0583 -5.9624 -3.3214
H 1.8711 -6.8982 -4.5036
H 3.9565 -5.5848 -4.7269
H 4.0785 -3.3033 -3.7714
H 2.1148 -2.3472 -2.6133
H -2.4058 -3.0328 0.2949
H -2.9082 -4.3448 2.3103
H -1.6748 -6.4430 2.7722
H 0.0469 -7.2300 1.1817
H 0.5357 -5.9403 -0.8518
*
```

=====

DFT (ωB97M-V with the def2-TZVPD basis set) results for an isolated molecule of C4H7NO2 in a non-equilibrium geometry.

Summary:
HOMO energy (eV): -8.91
Energy (eV): -9843.83879
Energy relative to the best compared isomer or geometry (same formula, charge and spin) (kJ/mol): 332.0
LUMO energy (eV): 0.51

```
! wB97M-V def2-TZVPD RIJCOSX def2/J DEFGRID3
* xyz 0 1
O 1.8422 0.6226 -1.8664
C 1.1629 0.7441 -0.7507
C -0.2200 0.1430 -0.9673
N -0.7474 -0.2562 0.3135
C 0.2139 -1.1100 0.9886
C -1.5616 0.5668 1.0424
O -1.8084 0.4470 2.2266
H 2.7068 1.0346 -1.6950
H 1.1701 -0.6297 0.9059
H -0.8254 0.9482 -1.4051
H -0.2427 -0.7117 -1.6628
H -0.0621 -1.2303 2.0373
H 0.2362 -2.0843 0.4849
H -2.0063 1.3617 0.4105
*
```